ORCA calculation (ωB97M-V with the def2-TZVPD basis set) on a single C8H7NO molecule at a distorted geometry.

Each line ends with the Mulliken charge.
Atoms and positions in Å:
O1 -0.29363 1.86827 1.71390  -0.525
C1 0.17013 1.26155 0.55758  0.746
C2 1.02710 1.79360 -0.35189  -0.779
C3 1.41402 0.87248 -1.39613  -0.462
C4 1.12720 -0.45850 -1.49766  -0.905
C5 0.01416 -0.90409 -0.61048  0.876
C6 -0.82855 -1.93291 -0.50091  -0.770
C7 -1.59243 -1.82523 0.63670  -0.252
N1 -1.31714 -0.56420 1.11046  -0.070
C8 -0.43344 -0.00004 0.32936  -0.147
H1 0.20787 2.65049 1.86750  0.304
H2 1.48559 2.71903 -0.13440  0.349
H3 2.33552 1.22773 -1.78132  0.284
H4 1.63895 -1.08217 -2.16672  0.452
H5 -0.80531 -2.96373 -0.99372  0.309
H6 -2.33285 -2.41594 1.25104  0.326
H7 -1.81718 -0.24634 1.96670  0.262

Values from the calculation:
2S+1: 1
Net charge: 0
Maximum force, eV Å⁻¹: 7.8
E, Ha: -439.000173
Highest occupied orbital energy, eV: -7.86
Gap between HOMO and LUMO, Ha: 0.31564